(1)
A 13-piece molecular cluster, C26H78O13 overall at a distorted geometry, computed with the ωB97M-V functional and the def2-TZVPD basis.

Computed properties:
LUMO	0.4	eV
HOMO-LUMO gap	0.373	Ha
HOMO level	-9.727	eV
spin multiplicity	1
total charge	0
energy above the lowest of the compared OMol25 structures with the same formula, charge and spin	74.8	kcal per mole

Last columns: bonded neighbours and bond lengths (Å).
Element x y z (Å)
1 C -0.12 -5.28 1.76  C2 1.536, H4 1.091, H5 1.090, H6 1.094
2 C 0.88 -4.18 2.14  C1 1.536, O3 1.439, H7 1.089, H8 1.089
3 O 0.52 -2.96 1.47  C2 1.439, H9 0.985
4 H 0.03 -5.73 0.78  C1 1.091
5 H -1.13 -4.86 1.77  C1 1.090
6 H -0.08 -6.08 2.50  C1 1.094
7 H 1.90 -4.47 1.88  C2 1.089
8 H 0.75 -3.92 3.19  C2 1.089
9 H 1.01 -2.97 0.61  O3 0.985
10 C 3.17 -4.42 -2.68  C11 1.539, H13 1.089, H14 1.092, H15 1.093
11 C 2.10 -4.54 -1.58  C10 1.539, O12 1.401, H16 1.102, H17 1.088
12 O 1.87 -3.32 -0.92  C11 1.401, H18 0.980
13 H 3.41 -5.39 -3.11  C10 1.089
14 H 4.11 -3.99 -2.31  C10 1.092
15 H 2.78 -3.74 -3.43  C10 1.093
16 H 2.52 -5.23 -0.83  C11 1.102
17 H 1.25 -5.10 -1.96  C11 1.088
18 H 2.66 -2.99 -0.45  O12 0.980
19 C 0.38 0.83 5.19  C20 1.546, H22 1.094, H23 1.089, H24 1.090
20 C 1.18 -0.02 4.17  C19 1.546, O21 1.416, H25 1.091, H26 1.096
21 O 2.16 -0.74 4.90  C20 1.416, H27 0.961
22 H -0.45 1.36 4.72  C19 1.094
23 H 1.06 1.57 5.61  C19 1.089
24 H -0.05 0.20 5.97  C19 1.090
25 H 1.57 0.66 3.41  C20 1.091
26 H 0.46 -0.59 3.56  C20 1.096
27 H 1.72 -1.49 5.31  O21 0.961
28 C -3.99 2.87 4.29  C29 1.512, H31 1.099, H32 1.096, H33 1.084
29 C -3.90 2.24 2.92  C28 1.512, O30 1.421, H34 1.101, H35 1.096
30 O -2.57 1.82 2.63  C29 1.421, H36 0.963
31 H -3.10 3.49 4.45  C28 1.099
32 H -3.80 2.15 5.10  C28 1.096
33 H -4.86 3.48 4.50  C28 1.084
34 H -4.06 3.01 2.16  C29 1.101
35 H -4.66 1.46 2.85  C29 1.096
36 H -2.53 1.22 1.87  O30 0.963
37 C 0.82 -0.41 -5.45  C38 1.537, H40 1.088, H41 1.095, H42 1.091
38 C -0.39 -0.77 -4.56  C37 1.537, O39 1.422, H43 1.095, H44 1.099
39 O -1.59 -0.26 -5.13  C38 1.422, H45 0.966
40 H 1.02 -1.15 -6.23  C37 1.088
41 H 1.70 -0.25 -4.82  C37 1.095
42 H 0.66 0.55 -5.94  C37 1.091
43 H -0.27 -0.43 -3.53  C38 1.095
44 H -0.37 -1.86 -4.46  C38 1.099
45 H -1.89 0.39 -4.48  O39 0.966
46 C 4.18 1.79 -1.87  C47 1.523, H49 1.094, H50 1.089, H51 1.086
47 C 4.40 1.19 -3.25  C46 1.523, O48 1.414, H52 1.098, H53 1.101
48 O 5.79 0.99 -3.42  C47 1.414, H54 0.961
49 H 4.55 1.01 -1.20  C46 1.094
50 H 3.11 1.88 -1.71  C46 1.089
51 H 4.76 2.70 -1.73  C46 1.086
52 H 3.83 1.76 -4.00  C47 1.098
53 H 3.89 0.22 -3.32  C47 1.101
54 H 6.03 0.92 -4.35  O48 0.961
55 C -3.56 4.93 -0.15  C56 1.512, H58 1.090, H59 1.095, H60 1.085
56 C -3.68 3.56 -0.79  C55 1.512, O57 1.428, H61 1.096, H62 1.095
57 O -2.34 3.13 -1.03  C56 1.428, H63 0.964
58 H -4.48 5.25 0.34  C55 1.090
59 H -3.36 5.69 -0.90  C55 1.095
60 H -2.69 4.98 0.50  C55 1.085
61 H -4.25 3.67 -1.72  C56 1.096
62 H -4.19 2.87 -0.12  C56 1.095
63 H -2.34 2.18 -1.20  O57 0.964
64 C -2.94 -1.42 3.31  C65 1.520, H67 1.090, H68 1.095, H69 1.091
65 C -2.82 -2.42 4.45  C64 1.520, O66 1.410, H70 1.096, H71 1.103
66 O -3.66 -2.18 5.55  C65 1.410, H72 0.959
67 H -2.90 -0.40 3.68  C64 1.090
68 H -3.87 -1.44 2.73  C64 1.095
69 H -2.15 -1.63 2.58  C64 1.091
70 H -1.82 -2.51 4.89  C65 1.096
71 H -2.94 -3.47 4.11  C65 1.103
72 H -4.54 -1.87 5.32  O66 0.959
73 C 0.89 3.66 0.60  C74 1.551, H76 1.085, H77 1.098, H78 1.091
74 C 0.84 4.94 1.46  C73 1.551, O75 1.410, H79 1.089, H80 1.093
75 O -0.46 5.48 1.48  C74 1.410, H81 0.963
76 H 0.56 3.79 -0.42  C73 1.085
77 H 0.16 3.00 1.09  C73 1.098
78 H 1.84 3.12 0.69  C73 1.091
79 H 1.46 5.70 0.98  C74 1.089
80 H 1.18 4.69 2.47  C74 1.093
81 H -1.10 4.78 1.65  O75 0.963
82 C 0.18 2.96 -3.11  C83 1.528, H85 1.092, H86 1.091, H87 1.099
83 C -0.94 3.79 -3.73  C82 1.528, O84 1.425, H88 1.102, H89 1.088
84 O -1.29 4.98 -3.02  C83 1.425, H90 0.969
85 H -0.08 2.24 -2.32  C82 1.092
86 H 1.03 3.52 -2.73  C82 1.091
87 H 0.56 2.26 -3.87  C82 1.099
88 H -1.86 3.19 -3.69  C83 1.102
89 H -0.84 3.94 -4.81  C83 1.088
90 H -1.68 4.64 -2.20  O84 0.969
91 C -4.39 -0.76 -1.18  C92 1.530, H94 1.096, H95 1.091, H96 1.088
92 C -3.39 -0.84 -2.34  C91 1.530, O93 1.415, H97 1.094, H98 1.093
93 O -3.08 0.48 -2.76  C92 1.415, H99 0.965
94 H -5.32 -0.43 -1.65  C91 1.096
95 H -4.15 0.02 -0.46  C91 1.091
96 H -4.49 -1.69 -0.62  C91 1.088
97 H -3.70 -1.51 -3.15  C92 1.094
98 H -2.46 -1.29 -2.01  C92 1.093
99 H -3.85 0.89 -3.17  O93 0.965
100 C 1.25 -0.08 -0.43  C101 1.531, H103 1.091, H104 1.092, H105 1.089
101 C -0.23 -0.38 -0.67  C100 1.531, O102 1.422, H106 1.094, H107 1.094
102 O -0.90 -0.59 0.56  C101 1.422, H108 0.973
103 H 1.87 -0.10 -1.33  C100 1.091
104 H 1.60 -0.88 0.22  C100 1.092
105 H 1.42 0.85 0.11  C100 1.089
106 H -0.38 -1.27 -1.28  C101 1.094
107 H -0.71 0.53 -1.05  C101 1.094
108 H -0.52 -1.37 1.00  O102 0.973
109 C 5.49 -4.71 0.47  C110 1.521, H112 1.094, H113 1.094, H114 1.088
110 C 5.38 -3.19 0.44  C109 1.521, O111 1.425, H115 1.096, H116 1.094
111 O 4.04 -2.82 0.73  C110 1.425, H117 0.962
112 H 4.67 -5.07 -0.15  C109 1.094
113 H 5.28 -5.11 1.47  C109 1.094
114 H 6.41 -5.21 0.17  C109 1.088
115 H 5.70 -2.81 -0.54  C110 1.096
116 H 6.06 -2.71 1.14  C110 1.094
117 H 4.07 -2.14 1.40  O111 0.962

Atom charges from the Löwdin analysis, given in e for atoms 1 to 5:
1. C -0.075
2. C -0.266
3. O -0.139
4. H 0.063
5. H 0.070

=====

(2)
A 13-piece molecular cluster, C26H78O13 overall at a distorted geometry, computed with the ωB97M-V functional and the def2-TZVPD basis.

Computed properties:
LUMO	0.5	eV
HOMO-LUMO gap	0.358	Ha
HOMO level	-9.251	eV
spin multiplicity	1
total charge	0
energy above the lowest of the compared OMol25 structures with the same formula, charge and spin	65.4	kcal per mole

Last columns: bonded neighbours and bond lengths (Å).
Element x y z (Å)
1 C -5.46 -0.63 1.02  C2 1.496, H4 1.095, H5 1.087, H6 1.098
2 C -4.49 -0.12 2.04  C1 1.496, O3 1.411, H7 1.107, H8 1.104
3 O -4.24 1.26 1.91  C2 1.411, H9 0.966
4 H -6.34 0.02 0.97  C1 1.095
5 H -5.82 -1.65 1.08  C1 1.087
6 H -4.97 -0.49 0.04  C1 1.098
7 H -3.62 -0.80 2.06  C2 1.107
8 H -4.83 -0.37 3.06  C2 1.104
9 H -4.00 1.54 2.80  O3 0.966
10 C 3.84 -2.66 4.22  C11 1.535, H13 1.089, H14 1.095, H15 1.089
11 C 2.76 -1.74 3.62  C10 1.535, O12 1.435, H16 1.092, H17 1.090
12 O 1.50 -1.87 4.29  C11 1.435, H18 0.963
13 H 4.58 -2.91 3.46  C10 1.089
14 H 3.32 -3.58 4.52  C10 1.095
15 H 4.36 -2.20 5.06  C10 1.089
16 H 2.68 -2.07 2.58  C11 1.092
17 H 3.08 -0.71 3.76  C11 1.090
18 H 1.62 -2.50 5.00  O12 0.963
19 C 1.95 -3.72 -1.85  C20 1.516, H22 1.091, H23 1.092, H24 1.089
20 C 2.26 -4.35 -3.20  C19 1.516, O21 1.435, H25 1.096, H26 1.094
21 O 2.49 -5.75 -3.01  C20 1.435, H27 0.962
22 H 1.39 -2.79 -1.97  C19 1.091
23 H 2.89 -3.45 -1.38  C19 1.092
24 H 1.38 -4.44 -1.27  C19 1.089
25 H 3.17 -3.90 -3.60  C20 1.096
26 H 1.46 -4.17 -3.93  C20 1.094
27 H 3.01 -6.04 -3.77  O21 0.962
28 C -1.18 1.42 3.81  C29 1.527, H31 1.089, H32 1.085, H33 1.091
29 C -1.82 2.32 4.86  C28 1.527, O30 1.464, H34 1.093, H35 1.093
30 O -3.27 2.09 4.80  C29 1.464, H36 0.966
31 H -1.86 1.39 2.96  C28 1.089
32 H -0.99 0.41 4.18  C28 1.085
33 H -0.27 1.88 3.43  C28 1.091
34 H -1.65 3.39 4.68  C29 1.093
35 H -1.48 2.15 5.88  C29 1.093
36 H -3.59 2.59 5.56  O30 0.966
37 C -0.88 -1.09 -5.75  C38 1.532, H40 1.084, H41 1.098, H42 1.092
38 C -0.93 -0.78 -4.25  C37 1.532, O39 1.432, H43 1.093, H44 1.093
39 O -0.37 -1.87 -3.52  C38 1.432, H45 0.975
40 H 0.05 -1.51 -6.11  C37 1.084
41 H -1.10 -0.16 -6.28  C37 1.098
42 H -1.74 -1.72 -5.99  C37 1.092
43 H -1.98 -0.59 -3.99  C38 1.093
44 H -0.33 0.10 -4.00  C38 1.093
45 H -1.07 -2.19 -2.92  O39 0.975
46 C 0.02 2.19 -2.05  C47 1.519, H49 1.095, H50 1.089, H51 1.093
47 C 0.07 3.47 -2.86  C46 1.519, O48 1.450, H52 1.091, H53 1.094
48 O 1.21 4.22 -2.36  C47 1.450, H54 0.965
49 H -0.84 1.59 -2.35  C46 1.095
50 H -0.08 2.33 -0.97  C46 1.089
51 H 0.97 1.69 -2.23  C46 1.093
52 H -0.85 4.05 -2.74  C47 1.091
53 H 0.16 3.27 -3.93  C47 1.094
54 H 1.97 3.69 -2.63  O48 0.965
55 C -4.54 -2.27 -2.55  C56 1.507, H58 1.096, H59 1.087, H60 1.092
56 C -3.71 -3.00 -1.53  C55 1.507, O57 1.440, H61 1.096, H62 1.100
57 O -2.30 -2.70 -1.63  C56 1.440, H63 0.966
58 H -4.26 -1.21 -2.62  C55 1.096
59 H -5.59 -2.28 -2.28  C55 1.087
60 H -4.30 -2.64 -3.55  C55 1.092
61 H -3.96 -4.07 -1.57  C56 1.096
62 H -3.93 -2.68 -0.50  C56 1.100
63 H -1.92 -3.29 -0.97  O57 0.966
64 C -3.82 3.16 -2.51  C65 1.502, H67 1.087, H68 1.098, H69 1.093
65 C -3.96 2.08 -1.49  C64 1.502, O66 1.444, H70 1.090, H71 1.094
66 O -4.91 2.58 -0.51  C65 1.444, H72 0.972
67 H -4.72 3.47 -3.04  C64 1.087
68 H -3.07 2.82 -3.24  C64 1.098
69 H -3.44 4.06 -2.02  C64 1.093
70 H -2.99 1.84 -1.05  C65 1.090
71 H -4.47 1.21 -1.93  C65 1.094
72 H -4.69 2.24 0.37  O66 0.972
73 C 3.71 -0.08 -2.47  C74 1.523, H76 1.087, H77 1.094, H78 1.091
74 C 4.98 0.02 -3.31  C73 1.523, O75 1.428, H79 1.096, H80 1.094
75 O 5.18 1.42 -3.56  C74 1.428, H81 0.964
76 H 3.85 0.30 -1.47  C73 1.087
77 H 3.34 -1.11 -2.41  C73 1.094
78 H 2.88 0.44 -2.94  C73 1.091
79 H 4.82 -0.54 -4.23  C74 1.096
80 H 5.87 -0.38 -2.83  C74 1.094
81 H 5.97 1.49 -4.11  O75 0.964
82 C 6.22 1.55 1.27  C83 1.546, H85 1.091, H86 1.092, H87 1.087
83 C 4.89 2.24 0.91  C82 1.546, O84 1.415, H88 1.091, H89 1.093
84 O 3.81 1.76 1.69  C83 1.415, H90 0.970
85 H 6.35 0.61 0.74  C82 1.091
86 H 6.17 1.28 2.33  C82 1.092
87 H 7.06 2.23 1.11  C82 1.087
88 H 4.68 2.08 -0.15  C83 1.091
89 H 5.03 3.30 1.13  C83 1.093
90 H 3.17 1.31 1.11  O84 0.970
91 C -2.92 -3.54 3.04  C92 1.517, H94 1.088, H95 1.098, H96 1.088
92 C -1.73 -2.81 3.62  C91 1.517, O93 1.426, H97 1.098, H98 1.094
93 O -0.62 -2.84 2.72  C92 1.426, H99 0.979
94 H -2.68 -4.52 2.61  C91 1.088
95 H -3.26 -2.99 2.15  C91 1.098
96 H -3.72 -3.49 3.77  C91 1.088
97 H -1.42 -3.28 4.57  C92 1.098
98 H -1.96 -1.76 3.85  C92 1.094
99 H 0.09 -2.30 3.12  O93 0.979
100 C -0.36 -0.66 0.16  C101 1.515, H103 1.093, H104 1.090, H105 1.090
101 C 0.80 -0.09 0.95  C100 1.515, O102 1.448, H106 1.093, H107 1.090
102 O 1.99 0.14 0.16  C101 1.448, H108 0.967
103 H -0.03 -1.59 -0.30  C100 1.093
104 H -0.70 0.06 -0.59  C100 1.090
105 H -1.23 -0.92 0.77  C100 1.090
106 H 1.08 -0.86 1.67  C101 1.093
107 H 0.58 0.89 1.37  C101 1.090
108 H 2.26 -0.74 -0.12  O102 0.967
109 C 1.56 4.40 2.52  C110 1.516, H112 1.096, H113 1.091, H114 1.088
110 C 1.75 4.29 1.02  C109 1.516, O111 1.405, H115 1.098, H116 1.106
111 O 0.88 5.16 0.35  C110 1.405, H117 0.973
112 H 0.58 3.94 2.71  C109 1.096
113 H 1.48 5.42 2.90  C109 1.091
114 H 2.39 3.95 3.05  C109 1.088
115 H 1.76 3.23 0.73  C110 1.098
116 H 2.82 4.52 0.85  C110 1.106
117 H 1.02 4.95 -0.59  O111 0.973

Atom charges from the Löwdin analysis, given in e for atoms 1 to 5:
1. C -0.080
2. C -0.328
3. O -0.073
4. H 0.087
5. H 0.078